1.
Here is a structure of composition C32H68ClF3GaO12 from the Open Molecules 2025 dataset. Energies are from ωB97M-V/def2-TZVPD.

The total energy comes out at -4847.28664 Ha. Its HOMO energy is -0.17245 hartree. Its HOMO-LUMO gap is 6.86 eV. The largest force on an atom comes out at 2.12 eV/Å.

ORCA input file:
```
! wB97M-V def2-TZVPD RIJCOSX def2/J DEFGRID3
* xyz -1 1
C -7.47 0.01 1.29
C -7.40 -0.18 -0.23
O -6.89 -1.46 -0.50
C -5.68 -1.45 -1.24
C -4.49 -0.81 -0.54
Ga -3.34 -2.11 0.56
C -4.33 -2.34 2.36
C -3.43 -2.90 3.47
C -3.76 -2.35 4.87
Cl -5.52 -2.19 5.20
C -3.27 -3.94 -0.36
C -1.86 -4.54 -0.56
C -1.33 -5.29 0.59
F -0.06 -5.80 0.43
C -1.91 -5.54 1.78
F -3.13 -6.03 2.00
F -1.23 -5.38 2.93
O -1.63 -1.40 0.96
C -1.55 -0.03 0.82
C -0.59 0.62 1.82
C -1.21 0.47 3.21
O -0.54 2.01 1.51
H -7.65 1.05 1.57
H -8.24 -0.65 1.67
H -6.54 -0.37 1.69
H -6.78 0.62 -0.64
H -8.39 -0.06 -0.67
H -5.49 -2.49 -1.51
H -5.84 -0.94 -2.21
H -4.77 0.01 0.11
H -3.82 -0.38 -1.30
H -5.17 -3.01 2.24
H -4.64 -1.34 2.66
H -2.38 -2.65 3.28
H -3.54 -3.98 3.57
H -3.32 -1.35 4.96
H -3.37 -2.98 5.66
H -3.69 -3.82 -1.36
H -3.93 -4.62 0.17
H -1.92 -5.24 -1.41
H -1.15 -3.77 -0.88
H -1.18 0.22 -0.19
H -2.52 0.50 0.95
H 0.39 0.15 1.78
H -1.66 -0.52 3.30
H -0.49 0.60 4.01
H -2.02 1.20 3.29
H -1.13 2.20 0.77
C 4.50 -0.23 -1.30
O 4.29 0.94 -2.06
C 3.29 0.79 -3.05
C 2.50 2.06 -3.25
O 1.58 2.36 -2.20
C 2.10 2.75 -0.94
C 2.74 4.12 -0.89
O 4.01 4.13 -1.54
C 4.29 5.34 -2.20
H 5.03 -0.99 -1.89
H 5.11 0.04 -0.44
H 3.55 -0.64 -0.93
H 2.59 -0.02 -2.78
H 3.78 0.53 -3.99
H 1.87 1.92 -4.13
H 3.15 2.91 -3.46
H 2.76 1.99 -0.53
H 1.22 2.79 -0.28
H 2.89 4.40 0.16
H 2.07 4.85 -1.36
H 3.45 5.67 -2.81
H 5.15 5.16 -2.86
H 4.55 6.13 -1.49
C -5.35 1.49 -4.98
O -4.81 2.72 -4.56
C -5.53 3.33 -3.50
C -4.61 4.07 -2.55
O -3.85 3.24 -1.71
C -2.79 2.47 -2.27
C -1.58 3.27 -2.70
O -1.84 4.03 -3.88
C -1.18 5.27 -3.90
H -6.28 1.65 -5.54
H -4.63 1.01 -5.63
H -5.55 0.83 -4.13
H -6.09 2.58 -2.94
H -6.24 4.04 -3.94
H -5.25 4.64 -1.88
H -3.99 4.79 -3.08
H -3.16 1.83 -3.08
H -2.47 1.80 -1.47
H -0.76 2.58 -2.92
H -1.28 3.93 -1.88
H -1.31 5.80 -2.96
H -1.63 5.87 -4.70
H -0.11 5.14 -4.11
C 10.14 -0.67 2.83
O 8.83 -1.05 3.18
C 7.83 -0.22 2.63
C 6.57 -1.00 2.29
O 6.67 -1.83 1.15
C 7.50 -2.98 1.22
C 6.98 -4.09 2.11
O 7.09 -3.76 3.48
C 6.04 -4.25 4.28
H 10.44 0.25 3.35
H 10.81 -1.48 3.12
H 10.23 -0.52 1.75
H 8.19 0.27 1.72
H 7.57 0.55 3.37
H 5.80 -0.27 2.04
H 6.21 -1.56 3.16
H 8.53 -2.72 1.48
H 7.53 -3.37 0.20
H 7.57 -5.00 1.93
H 5.93 -4.29 1.85
H 5.07 -4.05 3.82
H 6.09 -3.75 5.24
H 6.15 -5.33 4.44
*
```

***

2.
Here is a cluster of 24 separate species, C32H69BrCl46OP in total from the Open Molecules 2025 dataset. Energies are from ωB97M-V/def2-TZVPD.

The total energy comes out at -25420.02116 Ha. The value obtained for the energy above the lowest of the compared OMol25 structures with the same formula, charge and spin is 53.3 kJ/mol. Its HOMO energy is -0.16631 hartree. Its HOMO-LUMO gap is 5.76 eV. The largest force on an atom comes out at 1.70 eV/Å.

ORCA input file:
```
! wB97M-V def2-TZVPD RIJCOSX def2/J DEFGRID3
* xyz -1 1
C -1.00 6.54 1.91
C -0.86 7.41 0.65
C -1.39 6.84 -0.66
P -3.11 6.01 -0.56
Br -4.09 7.80 -2.20
C -2.80 4.80 -2.02
C -3.38 3.44 -1.69
C -2.43 2.48 -0.98
C -1.62 1.59 -1.91
C -1.00 0.42 -1.19
O 0.17 0.80 -0.47
C 1.38 0.73 -1.19
H -1.80 6.87 2.54
H -0.09 6.63 2.51
H -1.11 5.49 1.68
H 0.21 7.58 0.50
H -1.29 8.39 0.85
H -0.63 6.22 -1.10
H -1.52 7.68 -1.33
H -4.47 5.50 -0.53
H -3.45 6.92 0.51
H -2.67 4.98 0.36
H -1.74 4.70 -2.27
H -3.30 5.18 -2.91
H -3.78 2.96 -2.58
H -4.24 3.60 -1.03
H -3.01 1.82 -0.33
H -1.76 3.03 -0.33
H -2.27 1.20 -2.70
H -0.83 2.16 -2.39
H -1.70 0.04 -0.44
H -0.78 -0.40 -1.87
H 2.03 -0.02 -0.73
H 1.90 1.68 -1.13
H 1.23 0.48 -2.24
C 0.85 -2.76 -1.41
Cl -0.44 -3.12 -2.57
Cl 2.44 -2.68 -2.18
H 0.66 -1.80 -0.94
H 0.85 -3.55 -0.67
C -5.72 8.55 2.59
Cl -4.12 8.08 3.13
Cl -6.98 8.17 3.79
H -5.74 9.62 2.41
H -5.94 8.00 1.69
C -4.11 -4.67 -3.17
Cl -4.39 -6.34 -2.65
Cl -2.91 -4.56 -4.46
H -5.05 -4.26 -3.54
H -3.75 -4.10 -2.32
C -3.92 -2.58 0.96
Cl -5.26 -3.14 -0.05
Cl -2.37 -2.61 0.11
H -4.12 -1.57 1.27
H -3.85 -3.24 1.82
C -8.50 8.92 7.73
Cl -9.55 8.48 6.38
Cl -6.93 9.52 7.20
H -8.99 9.70 8.31
H -8.34 8.04 8.34
C -6.36 13.35 8.25
Cl -7.51 14.20 7.21
Cl -7.16 12.22 9.36
H -5.69 12.78 7.62
H -5.83 14.08 8.84
C 1.96 -1.64 2.16
Cl 3.38 -2.66 1.85
Cl 0.45 -2.54 2.05
H 2.06 -1.23 3.16
H 1.94 -0.84 1.43
C 3.53 1.36 4.97
Cl 4.90 0.32 4.55
Cl 2.00 0.47 4.96
H 3.68 1.75 5.97
H 3.46 2.15 4.24
C 3.91 -5.45 -4.45
Cl 2.62 -5.98 -5.53
Cl 5.50 -5.52 -5.25
H 3.72 -4.43 -4.16
H 3.94 -6.10 -3.58
C -1.09 -7.66 -4.74
Cl -0.47 -8.27 -6.29
Cl 0.09 -7.83 -3.43
H -1.33 -6.62 -4.85
H -1.98 -8.23 -4.48
C 0.42 -6.43 2.88
Cl -0.72 -5.76 1.71
Cl -0.39 -7.02 4.34
H 0.93 -7.26 2.42
H 1.11 -5.65 3.17
C -0.11 -9.21 -10.32
Cl 0.54 -9.77 -11.87
Cl 1.07 -9.39 -9.02
H -0.37 -8.17 -10.41
H -0.98 -9.81 -10.08
C 5.02 -4.92 -8.86
Cl 3.70 -5.48 -9.89
Cl 6.59 -4.98 -9.69
H 4.82 -3.90 -8.57
H 5.07 -5.56 -7.99
C 0.47 -0.58 8.65
Cl -1.27 -0.88 8.81
Cl 1.17 0.11 10.13
H 0.96 -1.52 8.45
H 0.62 0.13 7.85
C 2.59 -12.75 -10.45
Cl 3.24 -13.31 -11.99
Cl 3.77 -12.92 -9.14
H 2.32 -11.71 -10.54
H 1.72 -13.34 -10.21
C 2.56 3.73 9.29
Cl 3.54 3.24 10.68
Cl 2.59 2.52 8.00
H 1.54 3.85 9.61
H 2.96 4.65 8.89
C -6.42 4.40 3.56
Cl -5.42 5.10 2.30
Cl -5.50 3.38 4.69
H -6.87 5.21 4.13
H -7.18 3.78 3.10
C 1.65 4.49 -1.67
Cl 3.29 3.80 -1.59
Cl 0.72 4.23 -0.20
H 1.75 5.56 -1.82
H 1.13 4.03 -2.49
C 6.60 -3.40 3.41
Cl 6.58 -5.08 3.93
Cl 7.86 -3.08 2.21
H 5.64 -3.16 2.96
H 6.78 -2.77 4.27
C 9.32 0.35 1.84
Cl 10.91 -0.06 2.51
Cl 8.08 0.48 3.08
H 9.40 1.30 1.33
H 9.03 -0.44 1.15
C -9.99 7.81 1.20
Cl -8.48 7.41 0.38
Cl -10.12 7.07 2.80
H -10.04 8.88 1.33
H -10.81 7.44 0.60
C 4.75 -16.22 -6.99
Cl 3.40 -17.36 -7.09
Cl 5.20 -15.87 -5.31
H 5.61 -16.66 -7.49
H 4.46 -15.30 -7.46
C 12.96 -1.62 -0.06
Cl 12.67 -1.25 -1.76
Cl 13.22 -3.35 0.22
H 13.85 -1.09 0.26
H 12.10 -1.31 0.52
*
```

***

3.
Here is a structure of composition C32H70AsF6O18P2S5 from the Open Molecules 2025 dataset. Energies are from ωB97M-V/def2-TZVPD.

The total energy comes out at -8124.28904 Ha. Its HOMO energy is -0.32360 hartree. Its HOMO-LUMO gap is 10.30 eV. The largest force on an atom comes out at 4.32 eV/Å.

ORCA input file:
```
! wB97M-V def2-TZVPD RIJCOSX def2/J DEFGRID3
* xyz -1 1
As 0.50 0.35 -0.62
F 1.95 0.64 -1.51
F 1.00 1.51 0.69
F -0.92 -0.10 0.33
F -0.18 -0.48 -1.99
F 1.48 -1.04 0.15
F -0.19 1.83 -1.42
C 7.00 1.13 2.08
C 8.18 1.03 3.15
C 9.34 0.17 2.65
S 8.65 -1.00 1.47
O 8.03 -2.11 2.25
O 9.50 -1.40 0.27
C 7.25 0.11 0.86
H 6.87 2.15 1.73
H 6.06 0.87 2.56
H 7.92 0.86 4.19
H 8.64 2.00 3.30
H 10.12 -0.36 3.20
H 9.79 0.74 1.84
H 6.43 -0.54 0.57
H 7.46 0.76 0.00
C -0.23 6.46 4.79
C 1.17 6.61 5.31
C 1.22 8.01 5.91
S 0.07 9.23 5.07
O 0.85 10.15 4.18
O -1.15 9.63 5.77
C -0.38 7.77 4.01
H -0.99 6.53 5.57
H -0.34 5.48 4.34
H 1.95 6.30 4.62
H 1.28 6.01 6.21
H 2.18 8.42 5.60
H 1.21 8.07 7.00
H 0.12 7.84 3.04
H -1.43 7.97 3.78
C -0.29 -6.48 4.78
C -0.15 -4.87 4.71
C -1.55 -4.41 4.37
S -2.58 -5.39 5.66
O -3.77 -6.00 5.06
O -2.65 -4.56 6.92
C -1.36 -6.76 5.83
H 0.66 -7.00 4.68
H -0.67 -6.87 3.84
H 0.65 -4.61 4.02
H 0.19 -4.44 5.65
H -1.81 -4.85 3.41
H -1.75 -3.34 4.52
H -1.87 -7.70 6.01
H -0.88 -6.66 6.81
C -6.40 -2.43 -2.92
C -6.71 -3.88 -2.34
C -7.82 -4.46 -3.35
S -8.76 -3.16 -4.11
O -10.10 -3.25 -3.51
O -8.51 -3.17 -5.56
C -7.76 -1.83 -3.35
H -5.70 -2.30 -3.74
H -6.15 -1.69 -2.16
H -7.15 -3.85 -1.34
H -5.79 -4.46 -2.28
H -8.28 -5.30 -2.83
H -7.38 -4.94 -4.23
H -8.38 -1.55 -2.50
H -7.89 -1.00 -4.04
C -5.92 4.89 0.25
C -6.52 4.87 -1.08
C -7.90 5.52 -1.18
S -8.18 6.58 0.21
O -9.20 6.04 1.05
O -8.39 7.96 -0.27
C -6.42 6.25 0.83
H -4.84 4.91 0.29
H -6.36 4.09 0.86
H -6.67 3.82 -1.29
H -5.80 5.20 -1.84
H -8.74 4.83 -1.28
H -7.89 6.24 -2.00
H -6.37 6.30 1.92
H -5.80 7.07 0.49
C 0.39 9.28 -4.53
C 1.96 9.46 -4.65
O 2.66 8.26 -4.61
P 3.68 7.92 -5.76
O 4.24 9.01 -6.61
O 4.78 6.90 -5.10
C 4.34 5.64 -4.64
C 4.97 4.66 -5.66
O 2.63 7.05 -6.74
C 1.80 7.48 -7.75
C 0.99 6.26 -8.20
H 0.10 9.33 -3.48
H -0.24 9.88 -5.19
H 0.05 8.25 -4.65
H 2.17 10.16 -5.45
H 2.40 10.08 -3.87
H 4.84 5.43 -3.70
H 3.26 5.50 -4.64
H 5.85 4.39 -5.07
H 4.37 3.77 -5.85
H 5.40 4.89 -6.64
H 1.21 8.37 -7.51
H 2.43 7.86 -8.55
H 0.62 6.15 -9.22
H 1.40 5.33 -7.81
H 0.12 6.41 -7.55
C 1.50 -12.90 3.53
C 1.82 -11.50 2.90
O 2.11 -11.62 1.52
P 2.18 -10.30 0.58
O 2.74 -10.64 -0.75
O 0.68 -9.75 0.53
C -0.38 -10.42 -0.06
C -1.68 -9.66 -0.10
O 3.02 -9.28 1.50
C 3.87 -8.25 0.93
C 3.51 -7.53 -0.35
H 0.68 -13.44 3.06
H 2.40 -13.50 3.37
H 1.04 -12.91 4.52
H 0.88 -10.96 2.93
H 2.53 -11.14 3.64
H -0.17 -10.78 -1.07
H -0.59 -11.24 0.62
H -1.86 -9.02 -0.96
H -2.54 -10.32 0.00
H -1.80 -9.09 0.82
H 4.08 -7.51 1.71
H 4.80 -8.81 0.78
H 2.64 -6.90 -0.14
H 4.18 -6.95 -0.98
H 3.14 -8.26 -1.07
*
```